[1]
Entry from the Open Molecules 2025 dataset: C4H6O2 in the gas phase (ωB97M-V/def2-TZVPD).

Computed properties:
Kohn-Sham gap = 11.681 eV
LUMO energy = 1.06 eV
Max |F| = 0.55 eV/A
Multiplicity = 1
E = -306.4598 Eh
SMILES string = O=COC1CC1

Each line ends with the natural charge from an NBO analysis.
Positions of all 12 atoms, in Å:
O  0.097  -1.642  1.806  -0.573
C  -0.260  -0.513  2.008  0.649
O  -0.110  0.529  1.175  -0.497
C  0.547  0.254  -0.050  0.061
C  0.003  0.985  -1.229  -0.434
C  -0.185  -0.506  -1.102  -0.431
H  -0.766  -0.165  2.921  0.120
H  1.617  0.111  0.065  0.204
H  -0.864  1.611  -1.042  0.228
H  0.700  1.373  -1.965  0.220
H  -1.175  -0.872  -0.850  0.227
H  0.396  -1.166  -1.739  0.225

=====

[2]
Entry from the Open Molecules 2025 dataset: C4H6O2 in the gas phase (ωB97M-V/def2-TZVPD).

Computed properties:
Kohn-Sham gap = 10.462 eV
LUMO energy = 0.54 eV
Max |F| = 0.53 eV/A
Multiplicity = 1
E = -306.4650 Eh
SMILES string = CC(C=O)C=O

Each line ends with the natural charge from an NBO analysis.
Positions of all 12 atoms, in Å:
C  -0.912  -0.562  0.867  -0.619
C  0.301  -0.185  0.016  -0.459
C  0.934  1.157  0.346  0.453
O  1.737  1.702  -0.373  -0.513
C  0.030  -0.260  -1.485  0.451
O  -0.841  -0.937  -1.970  -0.511
H  -1.274  0.289  1.453  0.210
H  -1.724  -0.897  0.218  0.246
H  -0.689  -1.370  1.566  0.221
H  1.115  -0.913  0.169  0.264
H  0.619  1.623  1.303  0.116
H  0.705  0.353  -2.109  0.141

=====

[3]
Entry from the Open Molecules 2025 dataset: C4H6O2 in the gas phase (ωB97M-V/def2-TZVPD).

Computed properties:
Kohn-Sham gap = 9.118 eV
LUMO energy = 0.15 eV
Max |F| = 0.60 eV/A
Multiplicity = 1
E = -306.3597 Eh

Each line ends with the natural charge from an NBO analysis.
Positions of all 12 atoms, in Å:
C  -0.815  -1.157  -0.318  -0.632
C  0.009  0.094  -0.112  -0.024
C  -0.678  2.086  1.081  0.142
O  -0.420  0.813  1.076  -0.472
C  1.500  -0.163  0.075  0.425
O  2.066  -1.152  -0.308  -0.486
H  -0.698  -1.859  0.511  0.231
H  -1.873  -0.904  -0.428  0.226
H  -0.481  -1.657  -1.232  0.239
H  -0.110  0.789  -0.958  0.202
H  -0.528  2.446  0.018  0.030
H  2.029  0.663  0.594  0.120

=====

[4]
Entry from the Open Molecules 2025 dataset: C4H6O2 in the gas phase at a distorted geometry (ωB97M-V/def2-TZVPD).

Computed properties:
Kohn-Sham gap (alpha / beta) = 8.349 / 8.157 eV
LUMO energy (alpha / beta) = 0.54 / 0.61 eV
Max |F| = 1.20 eV/A
Multiplicity = 1
E = -306.3144 Eh

Each line ends with the natural charge from an NBO analysis.
Positions of all 12 atoms, in Å:
C  -2.087  0.079  -0.460  -0.158
O  -1.212  -0.206  0.472  -0.358
C  0.039  -0.428  0.225  0.208
C  1.187  -0.320  1.181  -0.109
O  1.944  0.348  0.144  -0.522
C  0.847  0.305  -0.787  -0.135
H  -3.089  0.263  -0.109  0.175
H  -1.855  -0.214  -1.476  0.158
H  1.670  -1.264  1.466  0.187
H  1.031  0.297  2.078  0.183
H  0.391  1.297  -0.997  0.179
H  1.135  -0.157  -1.738  0.190

=====

[5]
Entry from the Open Molecules 2025 dataset: a molecular structure, C4H6O2 at a distorted geometry (ωB97M-V/def2-TZVPD).

Computed properties:
Kohn-Sham gap = 9.674 eV
LUMO energy = -0.17 eV
Max |F| = 7.17 eV/A
Multiplicity = 1
E = -306.3779 Eh

Each line ends with the natural charge from an NBO analysis.
Positions of all 12 atoms, in Å:
C  -1.240  -0.765  -0.411  -0.180
C  -0.096  -0.276  0.445  0.492
C  0.637  0.890  -0.078  -0.344
C  1.702  1.339  0.668  -0.273
H  -1.973  -0.234  -2.274  0.470
H  -1.414  -1.940  -0.138  0.221
H  -2.227  -0.108  -0.065  0.201
H  0.249  1.441  -0.972  0.238
H  2.186  2.287  0.415  0.199
H  2.032  0.780  1.591  0.226
O  -0.837  -0.382  -1.807  -0.707
O  0.229  -0.787  1.520  -0.543

=====

[6]
Entry from the Open Molecules 2025 dataset: C4H6O2 in the gas phase (ωB97M-V/def2-TZVPD).

Computed properties:
Kohn-Sham gap = 10.462 eV
LUMO energy = 0.50 eV
Max |F| = 0.50 eV/A
Multiplicity = 1
E = -306.4778 Eh
SMILES string = CC(=O)CC=O

Each line ends with the natural charge from an NBO analysis.
Positions of all 12 atoms, in Å:
C  1.421  0.251  -0.690  -0.727
C  0.382  0.716  0.296  0.603
O  0.139  1.877  0.532  -0.527
C  -0.480  -0.394  0.895  -0.616
C  -1.635  -0.457  -0.085  0.444
O  -1.678  -1.243  -0.999  -0.511
H  0.954  -0.436  -1.406  0.246
H  2.202  -0.311  -0.166  0.237
H  1.857  1.105  -1.208  0.239
H  0.034  -1.358  0.909  0.236
H  -0.806  -0.096  1.895  0.248
H  -2.390  0.346  0.027  0.127

=====

[7]
Entry from the Open Molecules 2025 dataset: 2 unconnected molecules or ions with the total composition C4H6O2 (ωB97M-V/def2-TZVPD).

Computed properties:
Kohn-Sham gap = 10.196 eV
LUMO energy = 0.70 eV
Max |F| = 0.71 eV/A
Multiplicity = 1
E = -306.3756 Eh
SMILES string = O=CC1C=C1.O

Each line ends with the natural charge from an NBO analysis.
Positions of all 12 atoms, in Å:
O  1.886  -0.354  2.010  -0.518
C  1.220  0.046  1.081  0.426
C  0.609  -0.882  0.075  -0.359
C  -0.705  -0.717  -0.629  -0.126
C  0.337  -0.478  -1.362  -0.217
H  1.118  1.142  0.918  0.097
H  0.905  -1.905  0.291  0.201
H  -1.759  -0.944  -0.536  0.244
H  0.749  -0.339  -2.359  0.240
O  -1.498  1.389  0.590  -0.927
H  -2.223  1.608  -0.012  0.469
H  -0.719  1.419  0.003  0.470

=====

[8]
Entry from the Open Molecules 2025 dataset: a molecular structure, C4H6O2 (ωB97M-V/def2-TZVPD).

Computed properties:
Kohn-Sham gap = 10.083 eV
LUMO energy = 0.94 eV
Max |F| = 0.39 eV/A
Multiplicity = 1
E = -306.2972 Eh

Each line ends with the natural charge from an NBO analysis.
Positions of all 12 atoms, in Å:
O  0.413  1.300  1.439  -0.740
C  -0.093  0.559  0.480  0.368
C  1.156  -0.408  -0.248  -0.690
C  0.018  0.347  -0.976  0.042
O  -1.154  -0.445  -1.025  -0.502
C  -1.352  -0.287  0.394  -0.121
H  1.162  0.300  1.011  0.511
H  2.111  0.061  -0.500  0.261
H  1.135  -1.494  -0.300  0.241
H  0.234  0.980  -1.831  0.219
H  -1.385  -1.226  0.951  0.198
H  -2.246  0.313  0.606  0.213

=====

[9]
Entry from the Open Molecules 2025 dataset: C4H6O2 in the gas phase at a distorted geometry (ωB97M-V/def2-TZVPD).

Computed properties:
Kohn-Sham gap = 10.300 eV
LUMO energy = 0.86 eV
Max |F| = 2.68 eV/A
Multiplicity = 1
E = -306.3773 Eh
SMILES string = CC(=O)[C@H]1CO1

Each line ends with the natural charge from an NBO analysis.
Positions of all 12 atoms, in Å:
C  -0.429  -0.974  -1.565  -0.718
C  0.136  0.212  -0.789  0.551
O  0.157  1.326  -1.272  -0.542
C  0.705  0.041  0.585  -0.135
C  -0.015  0.718  1.763  -0.059
O  -0.046  -0.661  1.540  -0.449
H  -0.393  -1.924  -1.025  0.228
H  -1.469  -0.753  -1.833  0.244
H  0.120  -1.081  -2.509  0.245
H  1.481  0.738  0.936  0.257
H  -0.796  1.408  1.489  0.195
H  0.548  0.951  2.680  0.183

=====

[10]
Entry from the Open Molecules 2025 dataset: C4H6O2 in the gas phase at a distorted geometry (ωB97M-V/def2-TZVPD).

Computed properties:
Kohn-Sham gap = 10.882 eV
LUMO energy = 0.79 eV
Max |F| = 2.33 eV/A
Multiplicity = 1
E = -306.4938 Eh
SMILES string = O=C1CCCO1

Each line ends with the natural charge from an NBO analysis.
Positions of all 12 atoms, in Å:
O  2.622  -0.231  0.013  -0.577
C  1.414  -0.221  -0.048  0.782
C  0.484  1.007  0.009  -0.523
C  -0.921  0.413  -0.073  -0.447
C  -0.699  -1.117  0.065  -0.078
O  0.746  -1.352  -0.113  -0.480
H  0.777  1.666  -0.845  0.246
H  0.651  1.508  0.981  0.241
H  -1.307  0.752  -1.069  0.218
H  -1.553  0.775  0.705  0.221
H  -1.263  -1.767  -0.722  0.206
H  -0.951  -1.432  1.097  0.190

=====

[11]
Entry from the Open Molecules 2025 dataset: 3 unconnected molecules or ions with the total composition C4H6O2 at a distorted geometry (ωB97M-V/def2-TZVPD).

Computed properties:
Kohn-Sham gap = 10.829 eV
LUMO energy = 0.72 eV
Max |F| = 1.48 eV/A
Multiplicity = 1
E = -306.4177 Eh

Each line ends with the natural charge from an NBO analysis.
Positions of all 12 atoms, in Å:
O  0.462  2.704  1.219  -0.494
C  1.067  1.883  0.721  0.505
C  -1.640  0.374  -0.105  -0.413
C  -1.512  -0.925  0.157  -0.385
O  1.317  -1.316  -1.347  -0.515
C  1.973  -0.730  -0.522  0.284
H  -1.254  0.812  -1.028  0.196
H  -2.133  1.047  0.594  0.193
H  -1.897  -1.371  1.075  0.191
H  -0.986  -1.580  -0.534  0.214
H  2.775  -0.010  -0.797  0.113
H  1.827  -0.889  0.567  0.112

=====

[12]
Entry from the Open Molecules 2025 dataset: C4H6O2 in the gas phase (ωB97M-V/def2-TZVPD).

Computed properties:
Kohn-Sham gap = 11.221 eV
LUMO energy = 0.91 eV
Max |F| = 0.95 eV/A
Multiplicity = 1
E = -306.4758 Eh
SMILES string = O=C1CCCO1

Each line ends with the natural charge from an NBO analysis.
Positions of all 12 atoms, in Å:
O  2.155  0.737  0.718  -0.544
C  1.198  0.601  0.012  0.792
C  0.692  -0.673  -0.625  -0.514
C  -0.481  -0.657  0.373  -0.428
C  -1.048  0.726  0.038  -0.070
O  0.166  1.511  -0.030  -0.520
H  0.379  -0.529  -1.670  0.222
H  1.381  -1.512  -0.544  0.237
H  -1.148  -1.513  0.428  0.229
H  0.027  -0.553  1.346  0.219
H  -1.687  1.161  0.810  0.198
H  -1.576  0.760  -0.927  0.178